An isolated molecule of C2H4N2OS2 at a distorted geometry. Source: the OMol25 dataset; level of theory: ωB97M-V with the def2-TZVPD basis set.

- HOMO energy (eV) = -8.53
- SMILES = NC(=S)C(=O)NS
- ΔE to the lowest compared entry with this formula, charge and spin (eV) = 0.302
- Kohn-Sham gap (eV) = 8.56

Last column: Löwdin charge in e.
Atoms and positions in Å:
N (2.097, 0.407, 0.833)  0.090
C (1.083, -0.086, 0.171)  -0.851
S (1.011, -1.605, -0.424)  0.649
C (0.089, 1.051, -0.206)  -0.570
O (0.512, 2.152, -0.470)  0.078
N (-1.215, 0.764, -0.289)  -0.365
S (-2.153, -0.512, 0.274)  0.768
H (2.142, 1.406, 0.986)  0.115
H (2.934, -0.178, 0.892)  0.118
H (-1.716, 1.456, -0.819)  0.099
H (-2.386, -0.007, 1.505)  -0.130

An isolated molecule of C2H4N2OS2. Source: the OMol25 dataset; level of theory: ωB97M-V with the def2-TZVPD basis set.

- HOMO energy (eV) = -9.00
- SMILES = O/N=C\NSC=S
- ΔE to the lowest compared entry with this formula, charge and spin (eV) = 2.457
- Kohn-Sham gap (eV) = 8.60

Last column: Löwdin charge in e.
Atoms and positions in Å:
O (-0.841, -1.876, -1.616)  -0.084
N (0.143, -2.176, -0.654)  -0.013
C (0.543, -1.103, -0.108)  -0.297
N (0.060, 0.166, -0.386)  -0.349
S (0.920, 1.553, 0.049)  0.894
C (-0.015, 2.136, 1.397)  -1.063
S (0.346, 3.461, 2.233)  0.607
H (-1.047, -2.734, -1.985)  0.086
H (1.299, -1.170, 0.656)  0.112
H (-0.545, 0.242, -1.209)  0.094
H (-0.861, 1.500, 1.621)  0.013

An isolated molecule of C2H4N2OS2 at a distorted geometry. Source: the OMol25 dataset; level of theory: ωB97M-V with the def2-TZVPD basis set.

- HOMO energy (eV) = -8.91
- SMILES = NC(=O)C(=S)NS
- ΔE to the lowest compared entry with this formula, charge and spin (eV) = 0.185
- Kohn-Sham gap (eV) = 8.77

Last column: Löwdin charge in e.
Atoms and positions in Å:
N (1.298, 1.380, -0.600)  0.165
C (0.328, 0.819, 0.137)  -0.608
O (-0.533, 1.395, 0.738)  0.039
C (0.342, -0.711, 0.104)  -0.826
S (1.755, -1.552, 0.106)  0.686
N (-0.858, -1.275, 0.048)  -0.412
S (-2.402, -0.619, -0.281)  0.804
H (2.022, 0.773, -0.916)  0.047
H (1.511, 2.358, -0.503)  0.120
H (-0.809, -2.293, 0.155)  0.088
H (-2.653, -0.274, 1.014)  -0.103